Density functional theory data (the ωB97M-V functional and the def2-TZVPD basis) for a structure of composition C5H6INO2S.

The geometry in XYZ format:
```
16
Properties=species:S:1:pos:R:3:lowdin_charge:R:1
C -0.076 -0.566 0.242 -0.221
C -0.168 0.733 -0.019 -0.375
C 1.312 -1.101 -0.014 -0.566
C -1.152 -1.589 0.526 -0.022
C -1.454 1.536 -0.126 -0.050
N 2.148 -0.011 -0.288 -0.728
O 1.760 -2.230 0.017 0.028
O 1.590 2.242 -1.268 -0.448
S 1.393 1.549 -0.054 0.865
I 4.123 -0.201 -0.158 0.961
H -1.929 -1.634 -0.308 0.109
H -1.635 -1.292 1.489 0.097
H -0.599 -2.571 0.589 0.092
H -2.043 1.097 -1.007 0.120
H -1.146 2.497 -0.389 0.036
H -2.123 1.542 0.768 0.101
```

Calculated values
LUMO = -0.008 Eh
ΔE to the lowest compared entry with this formula, charge and spin = 7.4 kJ/mol